[1]
This record from the Open Molecules 2025 dataset describes a 3-piece molecular cluster, C15H35ClN2O4P3 overall. The level of theory is ωB97M-V with the def2-TZVPD basis set.

Output
lowest unoccupied orbital energy	-3.6	eV

Geometry as ORCA input:
```
! wB97M-V def2-TZVPD RIJCOSX def2/J DEFGRID3
* xyz 1 1
O 2.886 -7.404 -3.581
P 3.762 -6.774 -4.569
O 5.300 -6.932 -4.226
O 3.556 -7.344 -6.037
P 3.468 -4.572 -4.547
N 1.699 -4.457 -4.260
C 0.789 -5.405 -3.995
N -0.384 -4.813 -3.790
C -0.250 -3.458 -3.931
C 1.045 -3.209 -4.236
P 1.981 -1.642 -4.529
O 1.054 -1.037 -5.725
Cl 1.101 -0.651 -3.015
H 5.877 -6.216 -4.523
H 3.706 -6.722 -6.759
H 3.427 -4.357 -5.942
H 1.003 -6.459 -3.912
H -1.238 -5.296 -3.552
H -1.056 -2.755 -3.802
H 1.123 -1.571 -6.529
C -2.890 0.963 2.481
C -1.734 -0.027 2.378
C -0.905 0.137 1.106
C -1.675 -0.092 -0.195
C -2.337 -1.464 -0.324
C -1.342 -2.623 -0.309
H -3.610 0.840 1.670
H -3.430 0.830 3.418
H -2.521 1.991 2.451
H -2.120 -1.048 2.451
H -1.075 0.109 3.238
H -0.047 -0.542 1.150
H -0.486 1.147 1.085
H -0.987 0.043 -1.036
H -2.439 0.681 -0.310
H -2.900 -1.489 -1.261
H -3.072 -1.604 0.472
H -0.616 -2.519 -1.122
H -1.854 -3.580 -0.430
H -0.786 -2.668 0.627
C 0.781 7.211 2.873
C 0.402 5.819 2.377
C -0.947 5.329 2.902
C -1.033 5.193 4.424
C 0.012 4.267 5.044
C -0.090 2.828 4.549
H 0.877 7.241 3.959
H 1.734 7.531 2.452
H 0.026 7.945 2.583
H 1.189 5.109 2.648
H 0.366 5.828 1.284
H -1.182 4.368 2.434
H -1.727 6.021 2.572
H -2.031 4.824 4.681
H -0.951 6.180 4.885
H -0.114 4.281 6.129
H 1.018 4.649 4.852
H -1.078 2.415 4.766
H 0.653 2.192 5.033
H 0.073 2.761 3.471
*
```

---

[2]
This record from the Open Molecules 2025 dataset describes C15H35CuN6O8 as an isolated structure. The level of theory is ωB97M-V with the def2-TZVPD basis set.

Output
lowest unoccupied orbital energy (alpha / beta)	-4.9 / -6.4	eV

Geometry as ORCA input:
```
! wB97M-V def2-TZVPD RIJCOSX def2/J DEFGRID3
* xyz 1 2
Cu -3.328 -3.644 13.146
N -3.331 -7.215 15.579
O -2.617 -6.727 14.627
O -3.131 -8.297 16.094
O -4.317 -6.540 15.704
C 1.254 -1.371 16.316
C -0.103 -0.828 15.966
O -1.032 -1.641 15.779
N -0.323 0.447 16.056
C -1.592 1.054 16.316
H 1.195 -1.561 17.388
H 2.055 -0.634 16.253
H 1.503 -2.337 15.877
H 0.481 1.009 16.298
H -1.824 1.140 17.377
H -2.401 0.581 15.758
H -1.478 2.035 15.854
C -0.534 -3.634 8.005
C -0.348 -4.715 9.005
O -1.082 -4.658 10.012
N 0.394 -5.761 8.727
C 0.618 -6.859 9.596
H 0.061 -2.774 8.314
H -1.589 -3.364 7.967
H -0.146 -3.880 7.017
H 1.088 -5.683 7.997
H 1.227 -7.595 9.070
H -0.371 -7.173 9.930
H 1.109 -6.594 10.532
C -7.759 -7.500 11.440
C -6.921 -6.697 10.494
O -6.148 -5.855 10.967
N -7.174 -6.873 9.276
C -6.549 -5.945 8.276
H -7.749 -7.236 12.497
H -7.607 -8.579 11.436
H -8.786 -7.332 11.113
H -7.708 -7.638 8.890
H -5.786 -6.429 7.666
H -6.116 -5.005 8.617
H -7.276 -5.698 7.503
C -8.884 -0.756 15.703
C -7.850 -1.921 15.777
O -6.849 -1.961 15.076
N -8.151 -2.982 16.529
C -9.252 -3.225 17.428
H -8.564 0.163 15.212
H -9.154 -0.545 16.738
H -9.791 -0.964 15.135
H -7.508 -3.760 16.518
H -9.149 -4.199 17.908
H -10.180 -3.372 16.876
H -9.267 -2.489 18.232
C -1.913 1.590 10.647
C -3.304 1.044 10.748
O -3.454 -0.055 11.252
N -4.264 1.772 10.194
C -5.555 1.118 9.869
H -1.280 1.177 11.433
H -1.981 2.642 10.922
H -1.508 1.398 9.653
H -3.964 2.679 9.867
H -6.359 1.701 10.318
H -5.602 0.058 10.122
H -5.567 1.025 8.783
*
```